No. 1
The following is a quantum chemistry calculation of the ion C5H9IN3 with charge +1, from OMol25.

XYZ file:
```
18
Properties=species:S:1:pos:R:3:mulliken_charge:R:1
C 0.8200 -2.0020 -0.1009 -0.786
N -0.5443 -1.6256 0.4111 -0.200
C -1.2037 -0.5104 -0.4165 -0.881
I -3.2432 -0.2910 0.1794 0.242
C -0.3504 0.9449 -0.1008 0.583
C -0.4569 1.7784 0.9837 -0.100
N 0.4453 2.6795 0.9033 -0.695
N 1.2026 2.4133 -0.1486 0.282
C 0.7434 1.3470 -0.8252 -1.043
H 1.6574 -1.2213 0.1001 0.294
H 1.1053 -2.9670 0.3899 0.361
H 0.8166 -1.8809 -1.2067 0.349
H -1.1735 -2.5104 0.3886 0.407
H -0.4775 -1.1814 1.3457 0.418
H -1.1250 -0.9085 -1.4104 0.641
H -1.4022 1.9175 1.5418 0.316
H 1.9425 3.0638 -0.4225 0.238
H 1.2438 0.9540 -1.6119 0.574
```

Results
Relative energy (zero: lowest compared OMol25 entry of this formula, charge and spin) ... 47.4 kcal/mol
Energy ... -17893.201 eV
Highest occupied orbital energy ... -0.4951 Ha
HOMO-LUMO gap ... 9.83 eV
Net charge ... +1


No. 2
The following is a quantum chemistry calculation of an isolated molecule of C15H28N2O4S, from OMol25.

XYZ file:
```
50
Properties=species:S:1:pos:R:3:mulliken_charge:R:1
C -4.2739 -2.2801 -1.6647 -1.177
C -3.2046 -2.7278 -0.6749 -0.478
C -2.8727 -1.6604 0.3704 -0.898
C -2.2257 -0.4200 -0.2199 -0.923
S -1.7657 0.6527 1.1719 1.225
O -0.9826 -0.1133 2.0965 -0.699
O -2.9392 1.3187 1.6570 -0.756
N -0.7023 1.7408 0.4422 0.352
C -1.3058 2.7507 -0.4022 -0.826
C -0.2329 3.3113 -1.3363 -0.605
C 0.9255 3.8891 -0.5261 -1.230
C 1.4662 2.8873 0.5063 0.812
C 2.3398 1.8034 -0.1315 0.099
O 3.5514 1.8788 -0.1271 -0.705
N 1.6559 0.7919 -0.7072 0.283
C 2.2858 -0.4416 -1.1086 -1.213
C 1.8261 -1.6067 -0.2134 0.879
C 2.1506 -1.3601 1.2726 -0.090
C 2.7967 -2.6748 1.7122 -0.665
C 3.4095 -3.1607 0.4004 -0.504
O 2.4671 -2.8128 -0.5964 -0.524
C 0.3064 2.3073 1.3221 -1.465
H -4.5462 -3.1036 -2.3202 0.383
H -5.1668 -1.9532 -1.1370 0.297
H -3.9186 -1.4606 -2.2843 0.288
H -3.5571 -3.6178 -0.1510 0.376
H -2.2959 -3.0003 -1.2157 0.259
H -2.1848 -2.0745 1.1101 0.458
H -3.7808 -1.3586 0.8962 0.421
H -1.3106 -0.6546 -0.7568 0.473
H -2.9113 0.1396 -0.8472 0.620
H -1.7394 3.5544 0.2091 0.348
H -2.1123 2.2846 -0.9691 0.406
H -0.6703 4.0907 -1.9616 0.431
H 0.1315 2.5155 -1.9870 0.284
H 0.5750 4.7754 0.0086 0.454
H 1.7333 4.1952 -1.1922 0.387
H 2.1306 3.4270 1.1886 0.409
H 0.6581 0.7692 -0.5340 -0.104
H 3.3664 -0.3050 -1.0225 0.560
H 2.0429 -0.6702 -2.1518 0.216
H 0.7474 -1.7611 -0.3604 -0.407
H 1.2569 -1.1143 1.8433 0.011
H 2.8650 -0.5407 1.3622 0.317
H 3.5382 -2.5428 2.4959 0.377
H 2.0373 -3.3794 2.0518 0.270
H 3.5561 -4.2402 0.3499 0.351
H 4.3681 -2.6570 0.2110 0.281
H -0.1344 3.1023 1.9409 0.449
H 0.6460 1.5064 1.9797 0.494
```

Results
Relative energy (zero: lowest compared OMol25 entry of this formula, charge and spin) ... 5.5 kcal/mol
Energy ... -38015.281 eV
Highest occupied orbital energy ... -0.3426 Ha
HOMO-LUMO gap ... 9.88 eV


No. 3
The following is a quantum chemistry calculation of a structure of composition C33H27Cl5O3P2STc, from OMol25.

XYZ file:
```
72
Properties=species:S:1:pos:R:3:mulliken_spin:R:1
Tc -0.6142 -0.6056 -0.1134 2.128
C 1.1950 2.1710 -0.2779 0.017
C 1.7644 1.5402 1.0073 0.044
P 0.5241 0.3539 1.6882 -0.101
C 1.4635 -0.4901 2.9926 -0.028
C 1.2080 -0.3652 4.3708 0.169
C 1.9198 -1.1364 5.2983 0.204
C 2.9872 -1.9331 4.9045 -0.010
C 3.2876 -2.0162 3.5353 0.242
C 2.5670 -1.2496 2.5949 0.150
C -0.7348 1.2646 2.6394 0.026
C -1.5848 0.5676 3.5452 0.000
C -2.6371 1.2272 4.1712 0.007
C -2.8244 2.6087 4.0262 -0.001
C -1.9498 3.3151 3.2101 0.001
C -0.8968 2.6548 2.5466 -0.009
P 0.3169 0.9998 -1.3585 0.051
C -0.7332 2.1363 -2.2761 -0.053
C -0.2894 2.7816 -3.4418 -0.006
C -1.1570 3.6581 -4.1356 0.001
C -2.4314 3.9158 -3.6371 0.000
C -2.8526 3.3272 -2.4307 0.007
C -2.0055 2.4604 -1.7472 0.025
C 1.5223 0.3713 -2.5713 -0.010
C 2.8971 0.2320 -2.2381 -0.013
C 3.7406 -0.4653 -3.0970 0.000
C 3.2674 -1.0457 -4.2915 0.004
C 1.9479 -0.7985 -4.6721 0.002
C 1.0633 -0.1098 -3.8114 0.009
H 1.9887 2.6997 -0.8407 -0.002
H 0.4369 2.9327 -0.0244 0.000
H 2.0164 2.3025 1.7473 -0.003
H 2.6764 0.9658 0.8035 -0.013
H 0.4596 0.3405 4.7142 0.035
H 1.6425 -1.0546 6.3594 -0.001
H 3.6051 -2.4966 5.6223 0.006
H 4.1183 -2.6380 3.2076 -0.003
H 2.8708 -1.2533 1.5351 0.067
H -1.3767 -0.4936 3.7607 -0.003
H -3.3379 0.6979 4.8124 0.000
H -3.6352 3.1084 4.5582 0.000
H -2.1044 4.3939 3.0659 0.000
H -0.1786 3.2494 1.9664 0.001
H 0.7320 2.5915 -3.8164 0.000
H -0.8445 4.1222 -5.0888 0.000
H -3.0929 4.6029 -4.1763 0.000
H -3.8517 3.5390 -2.0435 0.000
H -2.3158 2.0441 -0.7699 -0.006
H 3.3026 0.6718 -1.3189 0.001
H 4.7971 -0.5926 -2.8338 0.000
H 3.9167 -1.6430 -4.9609 0.000
H 1.6032 -1.1130 -5.6435 0.001
H 0.0384 0.0880 -4.1428 -0.001
C -3.7087 -2.2562 2.6104 0.004
S -2.5832 -1.9371 1.2759 -0.014
O -3.0106 -2.8775 0.2715 0.000
O -2.6729 -0.4825 0.8535 0.078
O -1.1953 -2.1269 1.7956 0.011
H -4.6669 -2.5521 2.1843 0.001
H -3.8080 -1.4049 3.2722 -0.001
H -3.2561 -3.1058 3.1550 0.001
Cl -2.3729 -0.9656 -2.4780 -0.002
C -1.1208 -2.2310 -2.3417 0.084
C -0.1229 -2.1118 -1.3408 -0.043
C 1.0776 -2.8652 -1.4347 -0.103
Cl 2.4871 -2.4951 -0.4722 0.014
C 1.1575 -3.8564 -2.4100 -0.017
Cl 2.5459 -4.8455 -2.4767 0.004
C 0.0878 -4.0836 -3.3215 0.060
Cl 0.1222 -5.4849 -4.3598 0.015
C -1.0427 -3.2374 -3.3111 -0.023
Cl -2.3450 -3.5164 -4.3954 -0.004
```

Results
<S²> ... 3.793
Energy ... -135007.466 eV
Highest occupied orbital energy (spin up / spin down) ... -0.5030 / -0.4928 Ha
HOMO-LUMO gap (spin up / spin down) ... 6.90 / 2.44 eV
Net charge ... +2
2S+1 ... 4


No. 4
The following is a quantum chemistry calculation of a structure of composition C27H49F2LaNO2Si2, from OMol25.

XYZ file:
```
84
Properties=species:S:1:pos:R:3:mulliken_charge:R:1
O 2.2269 0.4418 -2.2633 0.022
O 2.7144 -1.7701 -1.5908 0.698
C 1.5930 1.2296 -3.2898 -0.229
C 1.2405 2.6416 -2.8744 -1.402
H 0.6807 0.6871 -3.5600 0.295
H 2.2676 1.2357 -4.1719 0.366
H 0.5385 2.7332 -2.0316 0.179
H 0.7949 3.1752 -3.7141 0.466
H 2.1382 3.2183 -2.6721 0.369
C 2.7599 1.1549 -1.0854 0.584
C 4.1982 1.4596 -1.3063 -1.658
H 2.6994 0.3591 -0.3004 -0.506
H 2.1683 2.0744 -0.8431 0.607
H 4.8250 0.5975 -1.4463 0.218
H 4.6542 2.0353 -0.5055 0.441
H 4.3928 2.0078 -2.2129 0.325
C 3.3049 -2.6928 -0.5647 -0.400
C 3.0797 -1.9909 -2.9626 0.196
C 4.3714 -1.9136 0.2388 -1.039
H 3.7401 -3.5643 -1.0933 0.471
H 2.4526 -2.9932 0.0506 0.229
H 5.1206 -1.5069 -0.4758 0.258
H 4.8083 -2.6197 0.9939 0.447
H 3.8796 -1.0572 0.7586 0.232
C 4.5373 -1.7211 -3.2138 -1.311
H 2.4356 -1.3056 -3.5004 -0.205
H 2.8273 -3.0350 -3.1393 0.520
H 4.8041 -0.6804 -3.0082 0.241
H 4.7110 -1.8638 -4.2854 0.459
H 5.2176 -2.3899 -2.6516 0.307
H 1.8920 -1.1853 -1.5261 -0.664
La -1.3909 -0.4751 1.0669 1.175
C 0.3306 -0.9379 -0.4889 -0.117
Si -0.4741 -2.3474 -1.5045 0.505
H 0.8372 -1.1729 0.4978 0.573
H 0.2141 0.1429 -0.7960 -0.360
C -0.6797 -1.9570 -3.3002 -1.154
C -2.1885 -2.6038 -0.7326 -1.375
C 0.3784 -4.0241 -1.4022 -1.262
C -2.6682 0.8799 -0.6406 -1.214
Si -4.2538 0.9208 0.3383 0.111
H -2.7138 0.4029 -1.6373 0.475
H -2.1004 1.8337 -0.6551 0.534
C -5.1480 -0.7259 0.2204 -1.026
C -5.3707 2.2585 -0.3427 -1.131
C -3.9160 1.2855 2.1658 -1.101
H -0.3134 -4.8046 -1.7214 0.483
H 0.6758 -4.2525 -0.3754 0.385
H 1.2629 -4.1402 -2.0336 0.235
H -1.5124 -1.2786 -3.4748 0.389
H -0.9128 -2.8427 -3.8952 0.436
H 0.1698 -1.5155 -3.8015 0.290
H -2.7990 -1.6694 -0.6671 0.028
H -2.1440 -3.1518 0.2334 0.312
H -2.6551 -3.2509 -1.4816 0.474
H -5.2545 2.3701 -1.4320 0.321
H -5.1529 3.2273 0.1283 0.302
H -6.4140 1.9931 -0.1245 0.307
H -3.2395 2.1413 2.3233 0.265
H -3.5239 0.4340 2.7520 0.363
H -4.9137 1.5363 2.5652 0.465
H -6.2014 -0.5032 0.4053 0.393
H -4.8081 -1.4545 0.9685 0.289
H -5.0521 -1.1733 -0.7771 0.339
F -1.3044 -2.3629 6.5765 -0.321
C -1.2541 -1.2728 5.7276 0.504
C -0.9986 -1.4911 4.3668 -0.764
C -0.8738 -0.3593 3.5585 -0.345
C -0.9113 0.9467 4.0525 0.711
C -1.2912 1.0630 5.4106 0.394
F -1.7379 2.2804 5.8732 -0.352
C -1.4191 -0.0152 6.2852 -1.024
C -0.6004 2.1098 3.1929 0.390
C -0.3417 3.3741 3.7032 -0.749
C -0.1890 4.4592 2.8606 -0.543
C -0.1663 4.2427 1.4631 -1.116
C -0.3069 2.9198 1.0030 0.170
N -0.5456 1.8597 1.8311 0.603
H -0.8363 -2.4998 3.9717 0.402
H -1.6920 0.1391 7.3179 0.486
H -0.3033 3.5178 4.7773 0.514
H -0.1051 5.4708 3.2427 0.441
H -0.0361 5.0484 0.7345 0.443
H -0.2293 2.6630 -0.0820 -0.073
```

Results
Relative energy (zero: lowest compared OMol25 entry of this formula, charge and spin) ... 90.0 kcal/mol
Energy ... -56420.014 eV
Highest occupied orbital energy ... -0.3488 Ha
HOMO-LUMO gap ... 7.10 eV
Net charge ... +1


No. 5
The following is a quantum chemistry calculation of an isolated molecule of C5H4BrNOS, from OMol25.

XYZ file:
```
13
Properties=species:S:1:pos:R:3:mulliken_charge:R:1
C -0.1973 -0.1546 0.8724 -0.429
C -0.0728 0.7492 -0.1753 -0.280
C 0.6103 -1.2525 0.9115 -0.147
C 0.8859 0.5055 -1.2062 -0.316
C 1.6642 -1.2273 0.0039 0.632
N 1.8385 -0.4535 -1.0454 -0.472
O 4.0098 -1.7807 0.7147 -0.480
S 2.9684 -2.5099 0.0160 0.351
Br 1.9794 -3.9000 1.4165 -0.204
H -1.0124 0.0325 1.6819 0.266
H -0.8606 1.5186 -0.1928 0.321
H 0.5064 -1.7923 1.8017 0.395
H 0.9680 1.1809 -2.0783 0.362
```

Results
Relative energy (zero: lowest compared OMol25 entry of this formula, charge and spin) ... 0.0 kcal/mol
Energy ... -89663.617 eV
Highest occupied orbital energy ... -0.3564 Ha
HOMO-LUMO gap ... 9.79 eV


No. 6
The following is a quantum chemistry calculation of an isolated molecule of C10H20NO5P, from OMol25.

XYZ file:
```
37
Properties=species:S:1:pos:R:3:mulliken_charge:R:1
C -0.2551 -0.1150 4.0570 -0.877
C -0.5163 0.5423 2.8675 -0.632
C -0.2333 0.0088 1.5707 0.736
O -0.3262 1.3038 0.9440 -0.246
P 0.1021 1.3214 -0.5949 1.082
O 1.3493 0.5548 -0.8222 -0.756
O -0.8518 0.7067 -1.7215 -0.334
C -0.3947 0.2458 -2.9153 -0.303
C -1.2059 -0.9491 -3.3138 -1.077
O 0.2235 2.8697 -0.9185 -0.450
C 1.0959 3.5094 0.0622 -0.332
C 2.4489 3.8608 -0.5795 -1.029
C -1.1923 -1.1434 1.0959 0.285
O -2.4265 -1.0218 1.2829 -0.671
N -0.7285 -2.3495 0.5470 0.418
C 0.6775 -2.7149 0.4361 -0.994
C -1.6045 -3.4817 0.3886 -1.019
H -0.6226 0.1939 5.0330 0.291
H 0.2486 -1.0556 3.9132 0.254
H -0.9863 1.5089 3.0080 0.261
H 0.7987 -0.3929 1.6375 0.312
H -0.3520 1.0327 -3.6122 0.437
H 0.6497 -0.1235 -2.9130 0.281
H -2.0888 -0.7459 -3.8101 0.338
H -1.4002 -1.5146 -2.4441 0.174
H -0.5605 -1.6267 -3.9215 0.341
H 0.6651 4.4720 0.2262 0.439
H 1.3128 3.0220 0.9619 0.297
H 3.1587 3.9912 0.2324 0.311
H 2.8814 3.1001 -1.3137 0.253
H 2.2515 4.7230 -1.2900 0.290
H 0.8686 -3.4102 -0.4272 0.308
H 1.3215 -1.8878 0.1370 0.316
H 1.2278 -3.0110 1.3277 0.340
H -1.2170 -4.1071 -0.4419 0.379
H -2.6113 -3.2613 -0.0694 0.288
H -1.7080 -4.0550 1.3797 0.289
```

Results
Energy ... -31710.167 eV
Highest occupied orbital energy ... -0.3462 Ha
HOMO-LUMO gap ... 10.16 eV